Entry 1:
{
  "formula": "C23H63N5O7",
  "method": "wB97M-V/def2-TZVPD",
  "symbols": ["C", "O", "C", "C", "C", "N", "H", "H", "H", "H", "H", "H", "H", "H", "H", "H", "H", "C", "O", "C", "C", "C", "N", "H", "H", "H", "H", "H", "H", "H", "H", "H", "H", "H", "C", "O", "C", "C", "C", "N", "H", "H", "H", "H", "H", "H", "H", "H", "H", "H", "H", "C", "O", "C", "C", "C", "N", "H", "H", "H", "H", "H", "H", "H", "H", "H", "H", "H", "C", "O", "C", "C", "N", "C", "C", "O", "C", "H", "H", "H", "H", "H", "H", "H", "H", "H", "H", "H", "H", "H", "H", "H", "C", "O", "H", "H", "H", "H"],
  "coordinates": [[-3.871, -2.611, -0.454], [-3.808, -1.963, -1.713], [-4.324, -0.647, -1.577], [-4.679, -0.080, -2.943], [-3.467, 0.294, -3.781], [-5.585, 1.065, -2.800], [-3.374, -3.575, -0.555], [-4.924, -2.775, -0.200], [-3.400, -2.065, 0.370], [-5.238, -0.622, -0.972], [-3.616, -0.042, -0.993], [-5.256, -0.872, -3.429], [-2.846, 0.985, -3.206], [-3.756, 0.822, -4.690], [-2.929, -0.604, -4.100], [-6.024, 1.300, -3.678], [-5.070, 1.886, -2.502], [1.980, -3.681, -1.302], [0.955, -3.826, -2.242], [-0.220, -4.358, -1.673], [-1.286, -4.461, -2.758], [-0.765, -5.360, -3.885], [-1.668, -3.167, -3.365], [2.805, -3.117, -1.734], [2.387, -4.652, -0.987], [1.708, -3.186, -0.361], [-0.030, -5.361, -1.272], [-0.569, -3.752, -0.827], [-2.192, -4.900, -2.335], [-1.579, -5.690, -4.533], [-0.264, -6.269, -3.536], [-0.065, -4.836, -4.535], [-2.343, -2.764, -2.703], [-0.839, -2.577, -3.313], [-1.053, 3.329, -2.050], [0.248, 2.901, -2.405], [1.106, 4.018, -2.617], [2.555, 3.576, -2.764], [2.794, 2.459, -3.777], [3.149, 3.149, -1.486], [-1.701, 2.458, -1.979], [-1.488, 4.028, -2.767], [-1.023, 3.823, -1.074], [0.793, 4.597, -3.496], [0.962, 4.706, -1.776], [3.121, 4.471, -3.047], [2.058, 1.662, -3.678], [3.799, 2.048, -3.762], [2.668, 2.916, -4.765], [2.848, 3.671, -0.662], [2.850, 2.190, -1.322], [2.209, 2.998, 1.971], [2.626, 4.134, 1.224], [1.631, 5.123, 1.122], [2.186, 6.319, 0.368], [3.309, 6.997, 1.137], [1.114, 7.244, 0.008], [1.779, 3.284, 2.935], [3.090, 2.376, 2.101], [1.445, 2.477, 1.384], [0.697, 4.696, 0.733], [1.403, 5.481, 2.143], [2.501, 5.954, -0.617], [2.990, 7.221, 2.160], [3.561, 7.965, 0.703], [4.213, 6.389, 1.192], [0.883, 7.888, 0.758], [1.365, 7.826, -0.780], [-0.066, -6.139, 6.390], [0.177, -4.868, 5.822], [1.107, -4.080, 6.529], [1.078, -2.643, 6.070], [1.396, -2.503, 4.658], [1.193, -1.157, 4.185], [1.335, -1.089, 2.663], [0.517, -2.025, 2.000], [-0.849, -1.652, 2.029], [0.817, -6.779, 6.446], [-0.791, -6.595, 5.717], [-0.548, -5.991, 7.362], [2.121, -4.494, 6.435], [0.877, -4.177, 7.601], [1.858, -2.130, 6.644], [0.131, -2.129, 6.288], [0.988, -3.236, 4.098], [1.855, -0.470, 4.715], [0.177, -0.791, 4.421], [2.385, -1.218, 2.397], [1.098, -0.076, 2.314], [-1.378, -2.426, 1.481], [-0.955, -0.679, 1.534], [-1.267, -1.501, 3.028], [-0.102, -0.358, -1.199], [0.720, 0.741, -0.844], [0.111, -1.159, -0.491], [-1.151, -0.036, -1.126], [0.075, -0.726, -2.216], [0.557, 1.474, -1.480]],
  "homo_energy_ha": -0.31458,
  "gap_ev": 9.2,
  "lumo_ev": 0.628,
  "energy_ev": -46652.00094,
  "smiles": "COC[C@H](C)N.COC[C@H](C)N.COC[C@H](C)N.COC[C@H](C)N.COCCNCCOC.CO"
}

=====

Entry 2:
{
  "formula": "C4H7NO2",
  "method": "wB97M-V/def2-TZVPD",
  "symbols": ["C", "C", "C", "O", "C", "N", "O", "H", "H", "H", "H", "H", "H", "H"],
  "coordinates": [[-0.700, -1.137, 0.629], [-0.418, 0.093, -0.272], [-1.275, 1.338, -0.089], [-2.400, 1.445, -0.507], [1.030, 0.425, 0.044], [1.947, -0.218, -0.721], [1.327, 1.143, 0.985], [0.027, -1.200, 1.443], [-1.696, -1.124, 1.062], [-0.596, -2.052, 0.041], [-0.604, -0.213, -1.308], [-0.774, 2.192, 0.393], [1.662, -0.855, -1.445], [2.894, -0.278, -0.384]],
  "e_above_lowest_kj_mol": 67.2,
  "homo_energy_ha": -0.35750,
  "gap_ev": 10.4,
  "lumo_ev": 0.625,
  "energy_ev": -9846.58323,
  "smiles": "C[C@@H](C=O)C(N)=O"
}

=====

Entry 3:
{
  "formula": "C25H20ClMnN6S2",
  "method": "wB97M-V/def2-TZVPD",
  "symbols": ["Mn", "S", "C", "N", "N", "C", "C", "C", "C", "C", "C", "N", "N", "C", "C", "C", "C", "C", "C", "H", "H", "H", "H", "H", "H", "H", "H", "H", "H", "H", "S", "C", "N", "C", "C", "C", "C", "C", "C", "H", "H", "H", "H", "H", "Cl", "C", "C", "C", "C", "N", "C", "H", "H", "H", "H"],
  "coordinates": [[0.777, 0.503, -1.736], [1.720, 1.499, 0.334], [0.720, 0.458, 1.243], [0.452, 0.576, 2.541], [0.945, 1.619, 3.141], [0.786, 1.854, 4.485], [1.375, 3.018, 5.006], [1.243, 3.289, 6.349], [0.533, 2.411, 7.165], [-0.050, 1.256, 6.639], [0.068, 0.963, 5.299], [0.104, -0.722, 0.768], [0.121, -0.918, -0.465], [-0.392, -2.173, -0.898], [-0.206, -2.503, -2.238], [-0.691, -3.706, -2.723], [-1.354, -4.572, -1.863], [-1.533, -4.237, -0.524], [-1.053, -3.038, -0.030], [1.486, 2.292, 2.588], [1.928, 3.687, 4.357], [1.691, 4.179, 6.769], [0.434, 2.624, 8.221], [-0.597, 0.587, 7.288], [-0.373, 0.075, 4.872], [0.327, -1.836, -2.908], [-0.550, -3.969, -3.762], [-1.734, -5.513, -2.237], [-2.050, -4.918, 0.138], [-1.195, -2.767, 1.006], [-2.384, 3.607, -1.047], [-0.926, 2.840, -1.433], [-0.995, 1.575, -1.778], [-2.325, 1.136, -1.748], [-2.796, -0.121, -2.131], [-4.151, -0.362, -2.059], [-5.044, 0.628, -1.628], [-4.598, 1.882, -1.276], [-3.227, 2.123, -1.346], [0.008, 3.381, -1.381], [-2.123, -0.885, -2.493], [-4.535, -1.329, -2.355], [-6.103, 0.410, -1.591], [-5.288, 2.656, -0.969], [5.547, -2.733, -2.111], [4.459, -1.552, -2.702], [4.722, -0.859, -3.877], [3.812, 0.092, -4.318], [2.682, 0.310, -3.558], [2.434, -0.363, -2.427], [3.297, -1.282, -1.994], [5.627, -1.066, -4.432], [3.981, 0.650, -5.227], [1.934, 1.044, -3.870], [3.059, -1.800, -1.075]],
  "e_above_lowest_kj_mol": 35.7,
  "homo_energy_ha": [-0.49849, -0.52058],
  "total_charge": 2,
  "gap_ev": [6.9, 5.9],
  "lumo_ev": [-6.638, -8.272],
  "energy_ev": -100687.92130,
  "multiplicity": 5
}

=====

Entry 4:
{
  "formula": "C45H122N6O13",
  "method": "wB97M-V/def2-TZVPD",
  "symbols": ["C", "C", "C", "O", "H", "H", "H", "H", "H", "H", "H", "H", "C", "C", "C", "O", "H", "H", "H", "H", "H", "H", "H", "H", "C", "C", "C", "O", "H", "H", "H", "H", "H", "H", "H", "H", "C", "C", "C", "O", "H", "H", "H", "H", "H", "H", "H", "H", "C", "C", "C", "O", "H", "H", "H", "H", "H", "H", "H", "H", "C", "C", "C", "O", "H", "H", "H", "H", "H", "H", "H", "H", "C", "C", "C", "O", "H", "H", "H", "H", "H", "H", "H", "H", "C", "C", "C", "O", "C", "N", "H", "H", "H", "H", "H", "H", "H", "H", "H", "H", "H", "C", "C", "C", "O", "C", "N", "H", "H", "H", "H", "H", "H", "H", "H", "H", "H", "H", "C", "C", "C", "O", "C", "N", "H", "H", "H", "H", "H", "H", "H", "H", "H", "H", "H", "C", "C", "C", "O", "C", "N", "H", "H", "H", "H", "H", "H", "H", "H", "H", "H", "H", "C", "C", "C", "O", "C", "N", "H", "H", "H", "H", "H", "H", "H", "H", "H", "H", "H", "C", "C", "C", "O", "C", "N", "H", "H", "H", "H", "H", "H", "H", "H", "H", "H", "H"],
  "coordinates": [[8.141, 8.903, 17.959], [8.401, 10.328, 17.404], [9.402, 11.162, 18.206], [8.814, 10.211, 16.085], [9.066, 8.357, 17.946], [7.437, 8.290, 17.380], [7.844, 8.927, 19.002], [7.432, 10.831, 17.307], [8.985, 11.504, 19.149], [9.762, 12.039, 17.677], [10.261, 10.511, 18.443], [9.550, 9.602, 16.036], [18.499, 8.806, 14.748], [18.524, 10.230, 14.198], [19.950, 10.739, 14.097], [17.920, 10.244, 12.921], [19.045, 8.105, 14.144], [17.518, 8.390, 14.633], [18.861, 8.772, 15.785], [17.928, 10.873, 14.841], [19.940, 11.723, 13.637], [20.607, 10.128, 13.434], [20.449, 10.829, 15.063], [18.546, 9.928, 12.261], [16.345, 18.192, 19.028], [15.739, 16.763, 18.921], [16.035, 16.019, 17.568], [16.094, 15.990, 20.030], [17.404, 18.309, 19.007], [15.874, 18.690, 19.864], [16.010, 18.794, 18.152], [14.652, 16.957, 18.973], [15.605, 15.045, 17.507], [17.100, 15.955, 17.332], [15.501, 16.622, 16.817], [16.985, 15.660, 20.052], [8.111, 13.765, 21.063], [9.576, 13.601, 21.223], [10.340, 14.263, 20.073], [10.029, 14.266, 22.377], [7.577, 13.579, 22.001], [7.605, 13.113, 20.331], [7.897, 14.838, 20.845], [9.723, 12.520, 21.351], [10.070, 15.328, 20.005], [10.055, 13.920, 19.097], [11.402, 14.151, 20.202], [10.981, 14.230, 22.382], [13.364, 11.100, 10.273], [13.501, 12.417, 9.534], [13.273, 13.641, 10.383], [14.776, 12.593, 8.877], [13.606, 10.257, 9.633], [12.352, 10.916, 10.585], [14.033, 11.060, 11.150], [12.768, 12.471, 8.729], [13.472, 14.495, 9.734], [13.928, 13.616, 11.257], [12.238, 13.621, 10.776], [15.463, 12.648, 9.542], [20.677, 12.381, 17.989], [19.347, 13.175, 17.842], [18.282, 12.679, 18.806], [19.677, 14.442, 18.202], [21.319, 12.655, 17.141], [20.478, 11.331, 18.031], [21.249, 12.772, 18.821], [19.042, 13.115, 16.788], [17.420, 13.334, 18.758], [18.656, 12.707, 19.824], [17.985, 11.655, 18.546], [19.669, 15.193, 17.559], [12.515, 8.384, 13.900], [12.359, 8.392, 15.431], [12.767, 9.823, 15.968], [10.989, 8.304, 15.843], [13.553, 8.424, 13.584], [12.013, 9.231, 13.395], [12.210, 7.393, 13.581], [12.974, 7.637, 15.992], [13.817, 10.050, 15.624], [12.713, 9.790, 17.041], [12.075, 10.573, 15.529], [10.587, 7.468, 15.547], [13.523, 19.709, 16.360], [14.414, 20.096, 15.207], [15.151, 18.871, 14.523], [14.250, 18.018, 13.929], [14.909, 17.089, 13.158], [13.645, 20.827, 14.246], [14.049, 19.192, 17.143], [12.745, 19.037, 16.039], [13.059, 20.625, 16.755], [15.130, 20.810, 15.581], [15.780, 18.343, 15.225], [15.863, 19.240, 13.786], [15.590, 16.409, 13.719], [15.490, 17.528, 12.339], [14.125, 16.524, 12.620], [14.114, 20.721, 13.332], [12.780, 20.285, 14.077], [10.422, 17.208, 14.463], [11.049, 15.936, 13.817], [10.245, 14.648, 14.123], [11.061, 13.631, 13.697], [10.500, 12.408, 13.982], [11.258, 16.183, 12.410], [11.087, 18.027, 14.187], [10.345, 17.042, 15.557], [9.423, 17.361, 14.074], [12.060, 15.842, 14.241], [9.206, 14.620, 13.742], [10.085, 14.559, 15.231], [9.484, 12.319, 13.520], [10.284, 12.190, 15.037], [11.114, 11.577, 13.583], [11.612, 15.349, 11.976], [10.368, 16.439, 12.012], [14.377, 10.729, 21.567], [14.050, 11.475, 20.296], [14.235, 12.956, 20.544], [13.490, 13.312, 21.743], [13.864, 14.592, 22.225], [14.814, 10.984, 19.165], [15.337, 11.051, 22.007], [14.456, 9.638, 21.468], [13.606, 10.930, 22.300], [12.966, 11.361, 20.097], [13.980, 13.510, 19.644], [15.311, 13.138, 20.732], [13.209, 14.832, 23.051], [13.839, 15.364, 21.412], [14.931, 14.593, 22.584], [14.683, 11.584, 18.364], [15.796, 11.053, 19.416], [18.660, 16.878, 14.850], [19.920, 17.465, 15.484], [19.800, 19.010, 15.678], [18.646, 19.283, 16.434], [18.699, 20.467, 17.142], [20.124, 16.895, 16.818], [18.773, 15.827, 14.556], [18.335, 17.506, 14.004], [17.891, 16.873, 15.615], [20.842, 17.231, 14.947], [19.662, 19.494, 14.707], [20.643, 19.413, 16.228], [18.787, 21.316, 16.433], [19.567, 20.465, 17.784], [17.732, 20.552, 17.649], [19.409, 17.288, 17.434], [21.002, 17.073, 17.278], [18.796, 14.544, 11.459], [17.654, 14.264, 10.481], [18.154, 14.178, 9.068], [18.873, 15.345, 8.747], [18.060, 16.512, 8.466], [16.923, 12.998, 10.810], [18.498, 14.700, 12.487], [19.291, 15.488, 11.132], [19.644, 13.873, 11.428], [16.945, 15.108, 10.496], [17.363, 13.974, 8.378], [18.889, 13.359, 9.100], [18.650, 17.183, 7.835], [17.779, 16.938, 9.419], [17.124, 16.168, 7.992], [16.740, 12.859, 11.807], [17.521, 12.231, 10.501], [16.277, 13.433, 15.147], [15.062, 12.493, 14.879], [13.788, 13.304, 15.148], [13.811, 13.803, 16.535], [12.533, 14.283, 16.857], [15.158, 12.126, 13.542], [16.462, 13.582, 16.214], [16.104, 14.384, 14.640], [17.239, 13.117, 14.773], [15.058, 11.620, 15.543], [12.889, 12.721, 15.057], [13.716, 14.149, 14.446], [12.548, 14.563, 17.908], [11.823, 13.463, 16.696], [12.159, 15.172, 16.288], [15.924, 11.518, 13.332], [14.318, 11.675, 13.171]],
  "e_above_lowest_kj_mol": 152.9,
  "homo_energy_ha": -0.33919,
  "gap_ev": 9.6,
  "lumo_ev": 0.397,
  "energy_ev": -84197.56581
}

=====

Entry 5:
{
  "formula": "C20H34Cl2N3O4Rh",
  "method": "wB97M-V/def2-TZVPD",
  "symbols": ["O", "C", "C", "C", "H", "C", "H", "C", "H", "C", "H", "C", "H", "H", "C", "C", "H", "H", "H", "C", "C", "H", "H", "H", "H", "Rh", "Cl", "Cl", "H", "H", "C", "C", "N", "H", "C", "O", "H", "H", "H", "H", "H", "H", "C", "C", "N", "H", "C", "O", "H", "H", "H", "H", "C", "N", "C", "C", "O", "H", "H", "H", "H", "H", "H", "H"],
  "coordinates": [[-0.478, -1.141, -3.382], [-0.982, -1.704, -2.434], [-2.412, -1.811, -2.076], [-3.240, -0.766, -1.633], [-2.842, 0.028, -0.990], [-4.579, -0.843, -2.007], [-5.227, 0.014, -1.847], [-5.061, -2.004, -2.635], [-6.088, -2.013, -3.020], [-4.259, -3.145, -2.783], [-4.635, -4.052, -3.265], [-2.931, -3.074, -2.397], [-2.255, -3.939, -2.424], [-0.316, -2.309, -1.765], [0.792, -2.616, 0.821], [-0.337, -1.700, 1.205], [0.347, -3.629, 0.822], [1.645, -2.572, 1.506], [1.125, -2.406, -0.194], [-1.600, -2.200, 1.361], [-1.851, -3.246, 2.406], [-2.409, -1.760, 0.778], [-2.456, -4.078, 2.015], [-2.328, -2.798, 3.298], [-0.864, -3.627, 2.730], [0.024, 0.104, 1.434], [-1.976, 1.140, 1.206], [0.511, -0.690, 3.673], [-1.975, 2.762, -4.180], [-1.733, 4.415, -2.359], [-2.043, 1.992, -3.389], [-1.611, 3.645, -1.582], [-1.255, 2.391, -2.229], [-1.647, 1.032, -3.750], [-0.158, 1.688, -1.857], [0.338, 1.722, -0.712], [-0.829, 3.942, -0.876], [0.242, 1.031, -2.662], [-3.103, 1.871, -3.098], [-2.568, 3.543, -1.051], [5.431, -0.094, 0.555], [5.322, 0.078, -2.243], [4.750, -0.920, 0.306], [4.491, -0.631, -2.140], [3.895, -0.557, -0.817], [4.128, -1.153, 1.174], [2.639, -0.137, -0.589], [2.212, -0.049, 0.580], [3.738, -0.409, -2.902], [2.056, 0.098, -1.509], [5.351, -1.791, 0.021], [4.897, -1.633, -2.323], [0.855, 3.772, 4.004], [1.895, 2.789, 3.791], [2.949, 2.592, 4.774], [1.741, 1.950, 2.767], [0.693, 2.003, 2.059], [1.152, 4.349, 4.879], [-0.119, 3.286, 4.172], [0.770, 4.420, 3.119], [2.850, 1.609, 5.261], [3.932, 2.632, 4.282], [2.860, 3.393, 5.514], [2.532, 1.206, 2.610]],
  "e_above_lowest_kj_mol": 239.1,
  "homo_energy_ha": [-0.18884, -0.28469],
  "gap_ev": [5.6, 7.4],
  "lumo_ev": [0.474, -0.387],
  "energy_ev": -62000.30634,
  "multiplicity": 5
}

=====

Q: Number 1 is which compound?
A: C23H63N5O7